[1]
Formula: C25H24BrOS
Source: the OMol25 dataset
Level of theory: ωB97M-V with the def2-TZVPD basis set

## Properties
- Energy: -109230.9019 eV
- Largest force on an atom: 1.30 eV/Å
- Total charge: +1
- HOMO energy: -10.6 eV
- Orbital gap: 5.33 eV

Geometry (Å):
C (1.029, -4.416, -0.085)
S (0.363, -2.857, -0.787)
C (-1.210, -3.512, -1.441)
C (-0.191, -2.010, 0.602)
C (0.755, -1.207, 1.308)
C (0.402, -0.736, 2.707)
C (-0.473, -1.454, 3.532)
C (-0.696, -1.062, 4.855)
C (-0.013, 0.041, 5.384)
Br (-0.307, 0.552, 7.181)
C (0.832, 0.794, 4.552)
C (1.041, 0.403, 3.225)
O (1.827, -0.855, 0.775)
H (1.391, -5.017, -0.926)
H (1.850, -4.156, 0.591)
H (0.242, -4.950, 0.453)
H (-0.987, -3.983, -2.406)
H (-1.619, -4.248, -0.744)
H (-1.909, -2.681, -1.578)
H (-1.184, -2.246, 0.990)
H (-0.981, -2.327, 3.124)
H (-1.403, -1.599, 5.471)
H (1.311, 1.689, 4.939)
H (1.712, 0.979, 2.583)
C (-0.855, 0.459, -0.644)
C (-1.381, 1.108, 0.518)
C (-2.352, 0.465, 1.329)
C (-2.912, 1.115, 2.422)
C (-2.537, 2.427, 2.734)
C (-1.548, 3.065, 1.975)
C (-0.959, 2.414, 0.900)
C (-0.110, 1.126, -1.606)
C (0.335, 0.506, -2.768)
C (1.108, 1.155, -3.777)
C (1.395, 0.530, -5.025)
C (2.185, 1.167, -5.977)
C (2.710, 2.444, -5.718)
C (2.413, 3.096, -4.512)
C (1.627, 2.465, -3.555)
H (-1.207, -0.553, -0.863)
H (-2.668, -0.546, 1.062)
H (-3.677, 0.604, 3.006)
H (-3.011, 2.948, 3.564)
H (-1.257, 4.090, 2.200)
H (-0.166, 2.906, 0.335)
H (0.093, 2.190, -1.460)
H (0.067, -0.542, -2.919)
H (0.974, -0.457, -5.221)
H (2.395, 0.675, -6.929)
H (3.355, 2.930, -6.450)
H (2.795, 4.098, -4.310)
H (1.406, 2.972, -2.614)

[2]
Formula: C25H24CeF5IN2O8
Source: the OMol25 dataset
Level of theory: ωB97M-V with the def2-TZVPD basis set

## Properties
- Energy: -80292.8631 eV
- Largest force on an atom: 4.27 eV/Å
- Total charge: 0
- HOMO energy (alpha / beta): -8.6 / -8.6 eV
- Orbital gap (alpha / beta): 6.77 / 6.77 eV

Geometry (Å):
Ce (0.577, 1.017, 0.098)
O (0.987, -3.095, 1.420)
C (0.877, -1.889, 1.560)
O (0.456, -1.059, 0.697)
C (1.165, -1.260, 2.963)
C (-0.013, -0.342, 3.351)
C (0.075, 0.002, 4.851)
C (1.240, 1.010, 4.848)
C (1.595, 1.050, 3.352)
O (0.315, 0.901, 2.722)
C (2.332, -0.241, 2.957)
C (3.005, -0.104, 1.543)
O (3.919, -0.863, 1.258)
O (2.574, 0.850, 0.826)
H (1.323, -2.075, 3.672)
H (-0.994, -0.689, 3.010)
H (0.274, -0.876, 5.463)
H (-0.851, 0.465, 5.193)
H (2.087, 0.689, 5.450)
H (0.913, 1.990, 5.196)
H (2.084, 1.969, 3.025)
H (3.110, -0.516, 3.674)
C (3.661, 0.050, -2.172)
C (2.584, -0.931, -2.482)
N (2.902, -2.114, -2.934)
C (1.944, -3.031, -3.108)
C (0.620, -2.828, -2.802)
C (-0.347, -3.980, -2.896)
O (-1.463, -3.741, -3.743)
C (0.221, -1.552, -2.319)
C (-1.121, -1.370, -1.876)
N (-1.534, -0.509, -0.990)
C (-2.803, -0.675, -0.462)
C (-3.530, -1.880, -0.525)
C (-4.800, -2.002, -0.005)
C (-5.409, -0.934, 0.636)
C (-4.696, 0.241, 0.789)
C (-3.419, 0.351, 0.267)
I (-2.345, 2.147, 0.678)
C (1.223, -0.539, -2.210)
O (0.933, 0.693, -1.992)
H (4.598, -0.250, -2.630)
H (3.800, 0.071, -1.087)
H (3.373, 1.052, -2.491)
H (2.294, -3.994, -3.463)
H (-0.756, -4.196, -1.905)
H (0.193, -4.873, -3.244)
H (-1.133, -3.371, -4.569)
H (-1.830, -2.077, -2.305)
H (-3.077, -2.750, -0.976)
H (-5.318, -2.945, -0.094)
H (-6.407, -1.022, 1.038)
H (-5.121, 1.078, 1.320)
F (1.798, 3.083, -0.784)
C (0.543, 3.508, -0.242)
F (0.734, 3.120, 1.153)
C (0.585, 5.031, -0.203)
F (1.434, 5.632, 0.663)
F (-0.639, 5.507, 0.121)
F (0.870, 5.534, -1.417)
C (-0.976, 3.258, -3.113)
O (-1.327, 2.125, -2.346)
H (-1.129, 3.069, -4.183)
H (0.066, 3.545, -2.949)
H (-1.626, 4.079, -2.808)
H (-0.624, 1.455, -2.472)

[3]
Formula: C25H24CrN8OS
Source: the OMol25 dataset
Level of theory: ωB97M-V with the def2-TZVPD basis set

## Properties
- 2S+1: 4
- Energy: -79518.3052 eV
- Largest force on an atom: 1.70 eV/Å
- Total charge: +3
- HOMO energy (alpha / beta): -17.7 / -17.7 eV
- Orbital gap (alpha / beta): 8.56 / 8.22 eV

Geometry (Å):
Cr (0.413, -0.401, 0.077)
C (-2.412, -2.919, 2.157)
C (-2.614, -2.220, 3.330)
C (-1.853, -1.091, 3.577)
C (-0.968, -0.625, 2.621)
N (-0.815, -1.297, 1.467)
C (-1.517, -2.410, 1.244)
C (-0.075, 0.547, 2.717)
C (0.105, 1.333, 3.845)
C (0.971, 2.397, 3.759)
C (1.690, 2.641, 2.611)
C (1.484, 1.809, 1.517)
N (0.651, 0.772, 1.625)
C (2.163, 1.882, 0.233)
C (3.119, 2.821, -0.100)
C (3.748, 2.724, -1.339)
C (3.479, 1.639, -2.159)
C (2.483, 0.766, -1.770)
N (1.810, 0.917, -0.628)
H (-2.958, -3.841, 1.929)
H (-3.314, -2.592, 4.094)
H (-1.950, -0.537, 4.500)
H (-1.314, -2.926, 0.328)
H (-0.449, 1.149, 4.750)
H (1.130, 3.021, 4.642)
H (2.403, 3.455, 2.562)
H (3.415, 3.611, 0.559)
H (4.471, 3.456, -1.631)
H (4.007, 1.500, -3.099)
H (2.184, -0.073, -2.386)
N (3.534, -2.867, 1.401)
C (2.793, -1.797, 1.677)
N (1.929, -1.642, 0.685)
C (2.186, -2.688, -0.167)
N (3.172, -3.441, 0.236)
C (1.362, -2.830, -1.362)
C (1.441, -3.837, -2.321)
N (0.636, -3.928, -3.348)
C (-0.315, -3.007, -3.462)
C (-0.432, -1.957, -2.538)
N (0.409, -1.879, -1.508)
H (4.315, -3.266, 1.892)
H (2.965, -1.179, 2.529)
H (2.203, -4.613, -2.240)
H (-0.997, -3.117, -4.289)
H (-1.211, -1.227, -2.620)
O (-1.070, 0.902, -0.335)
S (-1.739, 1.094, -1.728)
C (-2.043, 2.883, -1.996)
C (-3.560, 3.063, -1.925)
C (-4.160, 1.735, -2.416)
C (-3.513, 0.704, -1.499)
H (-1.652, 3.046, -3.017)
H (-1.434, 3.436, -1.264)
H (-3.837, 3.883, -2.566)
H (-3.884, 3.247, -0.910)
H (-3.895, 1.572, -3.466)
H (-5.263, 1.658, -2.360)
H (-3.723, -0.366, -1.683)
H (-3.704, 0.908, -0.433)

[4]
Formula: C25H24N2O6
Source: the OMol25 dataset
Level of theory: ωB97M-V with the def2-TZVPD basis set

## Properties
- Energy: -41557.8391 eV
- Largest force on an atom: 18.31 eV/Å
- Total charge: 0
- HOMO energy: -7.4 eV
- Orbital gap: 7.39 eV

Geometry (Å):
C (-8.501, -0.762, -0.077)
C (-6.992, -0.210, -0.024)
O (-6.082, -1.106, -0.480)
C (-4.854, -0.972, -0.451)
C (-4.054, -2.154, -1.012)
C (-2.767, -1.911, -0.828)
C (-2.230, -0.754, -0.294)
C (-2.979, 0.424, -0.143)
C (-4.386, 0.279, -0.099)
H (-4.902, 1.028, 0.337)
H (-2.576, 1.525, 0.347)
N (-0.834, -0.362, -0.591)
C (-0.193, 0.481, -1.177)
C (1.133, 1.012, -1.082)
C (2.021, -0.084, -0.771)
C (1.438, -1.240, 0.110)
C (2.420, -2.341, 0.518)
C (3.720, -2.127, 0.409)
C (4.389, -0.830, -0.405)
C (3.387, 0.079, -0.690)
H (3.752, 0.884, -1.430)
O (5.523, -0.754, -0.333)
C (6.173, 0.342, -1.162)
H (5.918, 1.237, -0.555)
H (7.251, 0.222, -1.483)
H (5.877, 0.276, -2.252)
O (4.469, -3.286, 0.873)
C (5.878, -3.104, 0.621)
H (6.010, -4.251, 1.240)
H (6.459, -2.505, 1.183)
H (6.087, -3.210, -0.462)
H (1.947, -3.075, 0.829)
C (0.102, -1.380, 0.152)
O (-0.447, -2.480, 0.713)
C (1.527, 2.160, -1.689)
O (1.332, 2.794, -2.782)
N (2.323, 3.019, -1.034)
H (2.508, 3.943, -0.976)
C (2.466, 2.870, 0.583)
C (1.094, 2.625, 1.372)
C (0.947, 1.373, 2.242)
C (-0.623, 1.734, 2.689)
C (-0.956, 2.776, 1.871)
O (0.111, 3.194, 1.160)
H (-1.883, 3.431, 1.771)
H (-0.930, 0.966, 3.057)
H (1.573, 0.520, 2.412)
H (3.327, 1.868, 0.800)
H (2.927, 3.848, 0.859)
H (-1.066, 1.421, -1.426)
H (-2.054, -2.581, -1.263)
H (-4.514, -2.854, -1.233)
H (-6.758, 0.123, 0.929)
H (-6.968, 0.620, -0.538)
H (-8.627, -1.092, -1.082)
H (-9.238, 0.071, 0.372)
H (-8.678, -1.719, 0.376)